C34H35F2GdN2O5Si | ωB97M-V with the def2-TZVPD basis set

The geometry in XYZ format:
```
80
Properties=species:S:1:pos:R:3:mulliken_charge:R:1
Gd 1.08727 1.29045 0.39387 0.13
Si -0.52493 -0.35495 -2.43653 -0.14
F 2.15477 -0.81185 5.53257 -0.39
F -0.01863 3.32405 5.66337 -0.37
O -0.44123 3.32175 0.50477 0.03
O 3.13487 1.96905 1.39397 -0.59
O 1.51447 4.81725 1.88507 -0.41
O -1.15673 5.22825 -0.39573 -0.55
O 2.34057 3.15725 -0.27353 -0.62
N 2.05317 -0.86805 1.41607 0.24
N -1.43773 -0.27875 0.28047 1.01
C 1.47847 0.15945 4.86037 0.99
C 0.79597 -4.34995 -2.16803 -0.68
C -2.52523 -0.14105 -6.70103 -0.45
C -0.87453 -1.07855 -5.23163 -0.28
C -1.92643 -0.24005 -1.10563 -1.23
C -1.39943 -0.38995 -4.13973 0.63
C 2.42607 -3.38075 2.51327 -0.65
C 1.88607 -1.84635 -2.54423 -0.87
C 0.16737 2.20635 3.58567 -0.17
C 2.81037 3.05645 0.88627 1.12
C 0.51017 -1.95375 -2.36313 0.95
C 0.58847 1.12465 2.78887 0.38
C -3.64133 -0.27315 1.48707 -0.90
C 0.53417 1.13545 -2.06333 -1.14
C -3.08533 0.52505 -5.62463 -0.69
C 0.91487 5.33015 0.72127 -0.54
C 0.40317 2.25475 4.94557 0.22
C 2.80317 -3.12955 1.20237 -0.76
C 1.26407 0.07825 3.48407 -0.23
C 2.70787 -2.96135 -2.54003 -0.44
C 1.74817 -1.08105 2.71127 0.22
C -2.52613 0.39805 -4.36613 -0.47
C 1.89687 -2.35485 3.27117 -0.94
C 2.16377 -4.21945 -2.34323 -0.58
C -1.42683 -0.95865 -6.49513 -0.71
C -1.28623 -1.68415 0.71617 -0.01
C -2.32753 0.45595 1.19597 -0.65
C -3.35653 -1.63425 2.14257 -0.83
C 2.84527 4.33975 1.73437 -0.69
C 2.58217 -1.85825 0.70377 -0.66
C -0.01783 -3.22925 -2.19283 -0.11
C -1.86243 -1.95805 2.10427 -0.74
C 1.06917 1.24205 5.60957 -0.92
C -0.27393 4.50485 0.28097 0.40
H 1.27477 1.29245 6.66517 0.51
H -0.01233 -1.71365 -5.08233 0.30
H -1.90593 4.68995 -0.70693 0.38
H -2.38843 0.73545 -1.26043 0.57
H -3.69363 -1.62775 3.17857 0.39
H 2.84507 -1.61405 -0.31953 0.74
H 3.77547 -2.84865 -2.68033 0.35
H -1.33123 -1.37935 2.85927 0.05
H 3.19737 4.11455 2.74177 0.35
H -3.95563 1.14915 -5.77143 0.40
H -1.08653 -3.35135 -2.07973 0.41
H 1.61767 5.33245 -0.12273 0.28
H 1.61297 -2.54515 4.29217 0.56
H -0.06193 2.04175 -2.25933 0.31
H -2.52523 1.43665 0.75437 0.46
H 3.24497 -3.89415 0.58567 0.50
H -1.71113 -3.01135 2.34447 0.58
H 2.56277 -4.35795 2.95147 0.42
H -4.26173 0.34385 2.13967 0.44
H -0.22303 -1.94965 0.69587 -0.35
H 2.80127 -5.09365 -2.33153 0.43
H 0.36847 -5.33105 -2.01583 0.41
H -1.81113 -2.35085 0.01787 0.21
H -2.71683 -0.98365 -1.26893 0.49
H -1.78943 0.61955 2.13467 0.12
H 1.39417 1.20165 -2.74023 0.54
H 2.32017 -0.86705 -2.69523 0.35
H -4.19053 -0.40695 0.55367 0.28
H -2.96623 0.93045 -3.53563 0.29
H -0.99513 -1.49955 -7.32563 0.39
H -2.94023 -0.02535 -7.69283 0.37
H -0.36883 3.03925 3.14247 0.41
H -3.91253 -2.41455 1.62087 0.36
H 0.57477 6.35605 0.91257 0.45
H 3.48557 5.09955 1.26747 0.37
```

Values from the calculation:
Relative energy (zero: lowest compared OMol25 entry of this formula, charge and spin) (kcal/mol): 0.0
Multiplicity: 8
HOMO (spin up / spin down) (eV): -7.29 / -7.78

C34H35FIN7O2 | ωB97M-V with the def2-TZVPD basis set

The geometry in XYZ format:
```
80
Properties=species:S:1:pos:R:3:mulliken_charge:R:1
I 3.95756 -0.13497 5.07639 0.30
F 1.62578 3.06919 6.52193 -0.36
O -2.71498 1.64566 2.95348 -0.41
O -3.15308 2.37821 5.00911 -0.51
N 3.69180 2.40722 -1.44848 -0.55
N -2.82881 -0.98968 -1.75978 -0.36
N 1.60742 0.27024 8.13070 -0.53
N 1.05913 -2.90860 -3.59595 -0.44
N 1.29615 0.71369 2.32364 -0.22
N -0.91974 -7.16138 -6.08451 -0.52
N 2.14065 5.44534 1.71422 -0.44
C 1.90698 0.51551 7.03173 0.11
C -3.11987 -7.26753 -7.02939 -0.34
C -2.53484 1.56356 4.13401 0.23
C -4.19315 0.86834 -1.09937 -0.43
C -1.12658 -5.86809 -5.84361 -0.22
C 2.17123 0.91617 5.66932 -0.19
C 2.36093 0.44851 -1.07970 -0.53
C 2.41518 3.06349 4.30779 -1.27
C 1.78234 6.72207 1.83291 -0.28
C 0.61501 7.24645 1.29992 -0.37
C 0.12920 5.06627 0.46595 -0.70
C -0.64440 -4.21065 -2.52042 -0.31
C 3.08522 1.54216 -0.63732 -0.45
C 2.85941 1.13620 -3.30538 -0.56
C 1.28679 -5.28725 -3.41760 -0.48
C 0.93663 0.46479 4.86976 0.25
C -1.90893 -7.83640 -6.66678 -0.22
C 1.31820 4.64297 1.03932 -0.18
C -3.32395 1.16764 -0.06313 -0.35
C -2.20265 0.37550 0.11352 -0.62
C 2.24269 0.24460 -2.44267 0.22
C 1.73808 -4.03626 -3.80634 -0.34
C -0.29865 1.28253 5.18215 -1.06
C -1.59542 0.55529 4.74192 -0.72
C -3.90118 -0.21571 -1.91326 -0.35
C 1.15504 0.42316 3.44321 -0.27
C -3.31785 -5.92103 -6.76922 -0.33
C -0.10789 -3.00998 -2.96046 -0.35
C 3.57480 2.19126 -2.75827 -0.34
C 2.45667 2.42382 5.66212 0.20
C -2.30141 -5.20319 -6.16228 -0.45
C -2.00277 -0.68379 -0.75793 0.06
C -0.22795 6.39736 0.60178 -0.25
C 0.06910 -5.37166 -2.76062 -0.33
H -1.49822 0.57423 0.90997 0.55
H 3.18454 1.74632 0.42316 0.62
H -1.14843 6.76778 0.16936 0.39
H 0.37452 8.29255 1.42930 0.37
H -2.02574 0.10947 5.62356 0.30
H -3.88664 -7.86522 -7.50253 0.36
H -2.41314 -4.15118 -5.93832 0.39
H 0.72246 -0.54568 5.18906 0.48
H -4.25012 -5.43953 -7.03537 0.37
H 1.42129 3.26506 3.94224 0.26
H -1.71359 -8.88734 -6.84984 0.37
H 1.63579 3.60867 0.95538 0.66
H 1.87216 -6.17234 -3.62433 0.38
H -3.51563 2.00335 0.59748 0.44
H -0.31618 -6.33185 -2.44243 0.39
H -0.49747 4.36932 -0.07287 0.43
H -0.30725 -5.34590 -5.37513 0.59
H -0.23862 2.24294 4.69692 0.46
H 4.07710 2.91055 -3.39622 0.37
H 2.91874 4.01121 4.37117 0.51
H -4.55794 -0.48537 -2.73300 0.34
H -2.59765 2.47905 5.78317 0.39
H -0.36119 1.48507 6.23673 0.79
H -5.08029 1.46098 -1.27428 0.38
H 2.78956 1.01618 -4.37776 0.40
H -1.39262 -0.23060 4.03599 0.54
H 1.67885 -0.59501 -2.83142 0.39
H 1.88792 -0.21818 -0.37197 0.41
H -1.59654 -4.22889 -2.00807 0.45
H -0.63373 -2.07585 -2.79750 0.64
H -1.13444 -1.32652 -0.65533 0.36
H 2.93379 2.48594 3.55872 0.19
H 2.47159 7.35214 2.38438 0.38
H 3.45127 2.56019 6.05431 0.57
H 2.68795 -3.92258 -4.31694 0.38
```

Values from the calculation:
Multiplicity: 1
HOMO (eV): -9.29

C34H35FKN12O2SSi | ωB97M-V with the def2-TZVPD basis set

The geometry in XYZ format:
```
87
Properties=species:S:1:pos:R:3:mulliken_charge:R:1
K -0.61258 0.62764 -0.13170 1.15
S 3.09327 -7.14466 -2.56972 0.09
Si -1.64117 3.67711 -1.91002 -0.03
F 1.16106 0.30890 -1.95983 0.19
O -2.88647 -0.17760 -1.24777 -0.60
O -4.69935 -0.26493 -0.08490 -0.81
N -2.29844 -1.54638 2.89882 -0.11
N -0.40474 2.52559 -2.01137 0.35
N -0.91737 -1.64610 2.70959 -0.77
N -3.48091 -0.42759 -0.21019 1.02
N 1.77801 -6.40557 -3.15302 -0.71
N -4.39654 -0.74766 2.48011 -0.45
N -0.59451 1.24022 2.79264 -0.29
N -0.62056 -2.46090 -1.65856 0.14
N 3.41338 -6.18919 -1.30458 -0.71
N -2.68087 -0.91444 0.77772 -0.35
N 1.18113 -2.22450 0.37548 0.20
N 1.94076 1.01906 1.37324 -0.05
C 0.27502 2.27285 2.55898 -0.44
C 1.37989 2.67941 -5.29149 -0.99
C -1.49296 3.18497 3.59150 -0.96
C 2.07915 0.74762 -4.07983 -0.89
C 0.35174 -3.37866 -1.57643 -0.13
C 2.05958 -2.08078 1.35638 -0.27
C 3.13260 -2.94959 1.56187 -1.08
C 0.51580 3.02697 -4.26172 -0.40
C 1.51792 2.12619 1.84459 0.25
C 0.37562 2.25439 -3.07143 0.30
C 3.15037 0.99588 0.56187 -0.72
C 1.54425 -5.37310 -2.36289 0.98
C 5.44326 3.79016 -0.61471 -0.64
C 3.62805 2.27904 -0.07813 -0.03
C 3.25645 4.17763 -1.52265 -0.67
C -1.45115 -3.55258 -3.62606 -1.01
C 1.21500 1.11161 -3.07941 0.03
C -2.90837 3.52420 -3.31156 -1.10
C 3.29403 -4.00768 0.70437 -0.82
C -3.16093 -1.02400 2.01403 0.43
C 2.37965 -4.17120 -0.33890 0.40
C 2.77632 3.05603 -0.86133 0.34
C -0.46403 -4.50284 -3.55053 -0.60
C -1.01938 5.47033 -1.88463 -1.12
C -1.65174 1.80667 3.41224 -0.44
C 1.32658 -3.25229 -0.47093 -0.38
C 2.48532 -5.24956 -1.29782 1.01
C -1.48493 -2.54990 -2.65423 -0.21
C 4.96018 2.66515 0.04382 -0.63
C -2.59225 3.42695 -0.29831 -0.57
C 0.46254 -4.42242 -2.50939 0.26
C 4.59097 4.54862 -1.40521 -0.58
C 2.17352 1.54153 -5.22349 -0.60
C -0.24764 3.48746 3.03330 -0.71
H 2.97295 0.26417 -0.23290 0.19
H 2.85080 1.27610 -6.02487 0.38
H 1.91049 -1.21108 1.99069 0.46
H 4.96284 5.42103 -1.92918 0.39
H -3.34490 2.51956 -3.30320 0.25
H 3.81525 -2.77064 2.38214 0.48
H -0.50756 5.73853 -2.81471 0.31
H 1.72574 2.79236 -0.97103 0.84
H -0.30969 5.60965 -1.06180 0.29
H 3.96821 0.58670 1.16791 0.41
H 4.10974 -4.71152 0.80979 0.49
H -3.17369 2.49622 -0.31111 0.06
H -2.24435 -1.77672 -2.69344 0.53
H 0.23131 4.45523 2.95493 0.42
H -2.19427 3.86629 4.05089 0.41
H 5.63012 2.07392 0.66009 0.35
H -0.53908 -0.69049 2.69670 0.71
H 2.67023 -0.15219 -3.94764 0.42
H -2.61887 -1.73154 3.83265 0.22
H -0.37977 -5.30272 -4.27506 0.50
H 1.43164 3.32395 -6.16341 0.37
H -0.07092 3.93430 -4.35897 0.23
H -3.72395 4.24702 -3.19090 0.35
H -5.05212 -0.34161 1.83121 0.27
H -2.49896 1.20603 3.72450 0.25
H -1.84331 6.17896 -1.73962 0.36
H -0.74059 -2.08934 1.81292 0.25
H -2.18959 -3.55717 -4.41656 0.43
H 2.04652 3.07100 1.67056 0.36
H -2.45873 3.68583 -4.29572 0.31
H -1.92867 3.40987 0.57650 -0.02
H -4.47570 -0.52707 3.45803 0.23
H 2.57784 4.74836 -2.14647 0.44
H 6.48517 4.07095 -0.50946 0.35
H -3.30457 4.24514 -0.14455 0.41
```

Values from the calculation:
Relative energy (zero: lowest compared OMol25 entry of this formula, charge and spin) (kcal/mol): 8.1
Total charge: -1
Multiplicity: 1
HOMO (eV): -3.78

Question: The highest multiplicity belongs to which entry?
Answer: C34H35F2GdN2O5Si

Question: multiplicity of number 3 (C34H35FKN12O2SSi)?
Answer: 1